No. 1
DFT (ωB97M-V/def2-TZVPD) results for C40H46GeN7O3P2SV as an isolated structure.

Atoms and positions in Å:
V (-0.14046, 0.76864, 0.19148)
C (7.88054, 0.46974, -0.01232)
C (6.46214, 0.16214, 0.36858)
C (5.69444, -0.69976, -0.40652)
C (4.38794, -0.99266, -0.05682)
C (3.81924, -0.39716, 1.05338)
C (4.57184, 0.45754, 1.83638)
C (5.88844, 0.72774, 1.50268)
S (2.10124, -0.78266, 1.48558)
O (1.58834, -1.54056, 0.36728)
O (2.15734, -1.49866, 2.74548)
N (1.29734, 0.60074, 1.58578)
C (0.94764, 1.11914, 2.79418)
C (1.68464, 1.06964, 3.97448)
C (1.23914, 1.72304, 5.12008)
C (0.06834, 2.44344, 5.13088)
C (-0.74256, 2.46534, 3.98248)
C (-1.98696, 3.12794, 3.92818)
C (-2.72276, 3.05004, 2.76898)
C (-2.25246, 2.29154, 1.70048)
N (-1.08466, 1.65604, 1.70718)
C (-0.31666, 1.77374, 2.81868)
H (8.04294, 0.26854, -1.06862)
H (8.57354, -0.14346, 0.56638)
H (8.11014, 1.51454, 0.18798)
H (6.12054, -1.11996, -1.30402)
H (3.78274, -1.66726, -0.64282)
H (4.12474, 0.91364, 2.70638)
H (6.46914, 1.39284, 2.12868)
H (2.58614, 0.47894, 4.01028)
H (1.84584, 1.67164, 6.01398)
H (-0.25396, 2.97714, 6.01548)
H (-2.34246, 3.66614, 4.79568)
H (-3.67866, 3.54114, 2.67778)
H (-2.84976, 2.19444, 0.80698)
C (-0.33746, -3.37506, 1.90038)
P (-1.11946, -1.74396, 1.50588)
C (-1.33056, -1.23736, 3.27678)
C (-2.79776, -2.41746, 1.15868)
C (-3.89296, -2.35846, 2.00978)
C (-5.10126, -2.92486, 1.64258)
C (-5.23536, -3.54696, 0.41508)
C (-4.15556, -3.60146, -0.44952)
C (-2.94396, -3.02966, -0.09162)
P (-1.45946, -2.97056, -1.17182)
C (-1.30726, -4.79576, -1.51852)
C (-2.23996, -2.49196, -2.78292)
H (-1.03016, -4.00996, 2.45618)
H (0.55634, -3.18246, 2.49098)
H (-0.03876, -3.86696, 0.97928)
H (-1.78686, -2.03886, 3.85878)
H (-1.93206, -0.33146, 3.35198)
H (-0.33466, -1.03066, 3.67238)
H (-3.82966, -1.84336, 2.95468)
H (-5.94316, -2.85676, 2.31588)
H (-6.18686, -3.96716, 0.12608)
H (-4.28186, -4.07616, -1.41242)
H (-2.20246, -5.19036, -1.99342)
H (-1.14026, -5.31716, -0.57882)
H (-0.45016, -4.96256, -2.17042)
H (-3.13166, -3.07326, -3.00082)
H (-1.51256, -2.63966, -3.58122)
H (-2.51086, -1.43866, -2.74542)
N (-1.73516, 0.42174, -0.63792)
C (-2.88836, 0.19294, -0.64092)
C (-4.24326, 0.00084, -0.62172)
C (-4.95046, -0.42776, -1.74202)
N (-5.54326, -0.78086, -2.66732)
C (-4.95546, 0.23094, 0.55548)
N (-5.58806, 0.45054, 1.49528)
N (4.01404, -1.49726, -4.92572)
C (4.25094, -0.54176, -3.96452)
O (5.36224, -0.03036, -3.87112)
C (3.11674, -0.18306, -3.11572)
C (1.83344, -0.76296, -3.16952)
C (0.88724, -0.41926, -2.23722)
N (1.09224, 0.46114, -1.24672)
C (2.29474, 1.06684, -1.22922)
C (3.30014, 0.79174, -2.11692)
H (4.81964, -1.85416, -5.41252)
H (3.22214, -2.10896, -4.84172)
H (1.56054, -1.46946, -3.94022)
H (-0.09586, -0.87506, -2.25252)
H (2.44934, 1.81214, -0.45662)
H (4.24784, 1.30614, -2.05142)
C (-1.78616, 1.82824, -3.37532)
Ge (-1.51986, 3.22744, -1.96922)
C (-0.84786, 4.85664, -2.94282)
C (-3.32796, 3.78994, -1.32412)
C (-0.17176, 2.77094, -0.59592)
H (-1.70616, 2.23494, -4.38112)
H (-2.76756, 1.37114, -3.27512)
H (-1.03816, 1.04824, -3.26012)
H (-1.58916, 5.22554, -3.64362)
H (0.05594, 4.62674, -3.49862)
H (-0.61596, 5.65544, -2.24462)
H (-3.85996, 4.28054, -2.13402)
H (-3.25536, 4.49064, -0.49712)
H (-3.92206, 2.94234, -1.00292)
H (-0.27636, 3.49864, 0.21788)
H (0.78094, 3.00384, -1.08182)

Cartesian forces, eV/Å:
V 1.174 1.241 -1.235
C -0.042 -0.013 0.060
C -0.062 -0.025 -0.052
C 0.048 0.019 0.206
C -0.125 -0.261 0.084
C -0.497 -0.150 0.195
C -0.063 0.093 0.157
C -0.108 -0.014 -0.004
S 1.424 -1.100 -0.183
O 0.465 0.054 0.248
O -0.037 0.492 0.047
N 0.551 -1.016 -0.384
C 0.145 0.565 1.867
C -0.195 -0.102 -0.794
C -0.418 0.448 0.354
C 0.366 -0.192 0.226
C -0.004 -0.070 -0.330
C -0.098 -0.171 -0.540
C 0.036 0.186 0.708
C 0.439 -0.469 -0.236
N -1.246 0.791 1.293
C 0.188 0.311 0.865
H 0.065 0.017 -0.053
H 0.064 -0.006 -0.009
H 0.087 0.058 -0.023
H 0.023 -0.090 -0.150
H -0.022 -0.021 -0.129
H 0.029 0.129 0.077
H 0.043 0.064 0.002
H 0.037 0.056 0.029
H 0.016 0.007 0.068
H -0.005 -0.008 0.035
H -0.040 0.075 0.025
H -0.109 0.010 -0.013
H 0.030 0.013 -0.035
C 0.182 0.183 -0.117
P -0.317 -0.215 1.259
C -0.059 -0.051 -0.214
C 0.011 0.182 -0.293
C 0.106 0.015 0.133
C -0.016 0.006 0.039
C -0.062 -0.040 0.027
C -0.006 0.015 -0.018
C 0.213 0.052 -0.019
P -0.432 -0.722 -0.745
C 0.137 0.381 0.087
C 0.182 0.057 0.302
H -0.023 0.073 -0.023
H 0.021 -0.052 -0.011
H 0.090 -0.100 -0.041
H -0.008 0.019 0.079
H -0.062 -0.024 0.063
H -0.044 -0.015 0.033
H 0.051 0.050 0.132
H -0.092 0.040 0.017
H -0.087 -0.072 -0.060
H 0.032 -0.009 -0.114
H -0.109 -0.063 -0.034
H 0.041 -0.095 0.044
H 0.037 -0.051 -0.034
H -0.094 -0.045 -0.052
H 0.053 0.021 -0.065
H -0.010 0.055 -0.124
N -3.267 -0.740 -0.525
C 0.610 0.147 -0.586
C 0.315 0.074 0.095
C -0.365 -0.449 -0.871
N -0.043 -0.037 -0.120
C -0.560 0.465 0.609
N -0.003 0.034 0.268
N -0.027 -0.072 0.012
C 0.557 -0.169 -0.589
O -0.279 -0.039 0.091
C -0.644 0.506 0.810
C 0.566 0.167 0.021
C -0.291 -0.538 -0.554
N 0.727 -0.459 -0.551
C 0.507 0.780 -0.321
C -0.085 -0.283 -0.715
H -0.009 0.063 0.087
H 0.037 0.023 -0.031
H -0.088 -0.092 0.003
H 0.142 0.049 -0.059
H -0.024 -0.165 -0.026
H 0.036 -0.038 0.071
C 0.083 0.284 0.400
Ge 0.294 0.354 -0.299
C -0.201 -0.480 0.293
C 0.559 -0.249 -0.023
C -0.242 0.042 0.136
H 0.026 0.162 -0.047
H -0.140 -0.067 0.029
H 0.074 -0.050 -0.013
H -0.209 0.055 -0.173
H 0.183 -0.107 -0.074
H 0.028 0.107 0.178
H -0.024 0.047 -0.189
H 0.076 0.115 0.141
H -0.169 -0.221 0.062
H -0.066 0.183 -0.042
H 0.028 0.086 -0.123

As for the total charge: -1. The expectation value of S² is 0.779. For the energy above the lowest of the compared OMol25 structures with the same formula, charge and spin, the calculation gives 0.659 eV. Its spin multiplicity is 2. The gap between HOMO and LUMO (spin up / spin down) comes out at 4.979 / 5.162 eV.

No. 2
DFT (ωB97M-V/def2-TZVPD) results for an isolated ion of composition C40H46N3O and charge +1.

Atoms and positions in Å:
C (-6.15458, 1.51116, -0.90422)
N (-4.79428, 1.43463, -0.41791)
C (-4.51211, 1.80972, 0.86189)
O (-5.31575, 2.25199, 1.67962)
C (-3.01453, 1.55396, 1.08178)
C (-2.75043, 0.75444, 2.35824)
C (-3.06204, 1.49080, 3.63918)
C (-3.81052, 0.85255, 4.62770)
C (-4.17634, 1.54473, 5.77786)
C (-3.75666, 2.87478, 5.96401)
C (-2.94646, 3.48388, 4.99595)
C (-2.58152, 2.79086, 3.84157)
N (-2.60305, 0.86077, -0.13421)
C (-1.29039, 0.44764, -0.23171)
C (-0.75121, -0.40354, -1.15223)
C (0.72250, -0.66086, -1.46118)
C (0.93836, -0.76329, -2.99413)
C (2.13915, -0.33767, -3.57229)
C (2.46144, -0.76875, -4.86233)
C (1.52388, -1.45840, -5.64219)
C (0.23172, -1.67127, -5.13412)
C (-0.05901, -1.33780, -3.80679)
N (1.32909, -1.92075, -0.88635)
C (0.72518, -2.29794, 0.43323)
C (1.43208, -3.50888, 1.00716)
C (2.37185, -4.16533, -0.03151)
C (1.56569, -4.45878, -1.27739)
C (1.16396, -3.09668, -1.86733)
C (3.46657, -3.19275, -0.50079)
C (2.87888, -1.76513, -0.60371)
C (3.32933, -1.14211, 0.73581)
C (3.12851, 0.29723, 1.12025)
C (2.24021, 0.58516, 2.15653)
C (2.10401, 1.89328, 2.65320)
C (2.94641, 2.88936, 2.18905)
C (3.92663, 2.62505, 1.20253)
C (4.83639, 3.62426, 0.77344)
C (5.82203, 3.33423, -0.15199)
C (5.94780, 2.03258, -0.68015)
C (5.07600, 1.02826, -0.27683)
C (4.03503, 1.29873, 0.64847)
C (-3.72325, 0.72631, -1.11446)
C (-4.13012, -0.73968, -1.31636)
C (-3.49219, 1.43689, -2.46016)
H (-6.78449, 2.02967, -0.16278)
H (-6.21338, 2.05349, -1.85833)
H (-6.57389, 0.50839, -1.08465)
H (-2.51031, 2.54011, 1.12710)
H (-3.36688, -0.16091, 2.29522)
H (-1.69169, 0.44918, 2.40817)
H (-4.14618, -0.17226, 4.44163)
H (-4.79509, 1.05674, 6.53318)
H (-4.04891, 3.41644, 6.86545)
H (-2.59782, 4.51155, 5.13370)
H (-1.96687, 3.25750, 3.07033)
H (-0.64633, 0.86551, 0.56208)
H (-1.45180, -0.75105, -1.91042)
H (1.33839, 0.16916, -1.07680)
H (2.82985, 0.27526, -2.97246)
H (3.45938, -0.58821, -5.28488)
H (1.77639, -1.73521, -6.67206)
H (-0.55217, -2.14513, -5.72143)
H (-1.00758, -1.68906, -3.38779)
H (-0.33407, -2.49119, 0.28773)
H (0.81149, -1.41908, 1.06635)
H (0.66885, -4.24127, 1.30997)
H (1.98786, -3.23702, 1.91426)
H (2.82690, -5.06361, 0.40366)
H (2.16730, -4.98657, -2.03185)
H (0.69106, -5.08330, -1.05575)
H (0.12586, -3.12695, -2.20601)
H (1.80810, -2.89794, -2.73417)
H (3.91411, -3.50587, -1.45784)
H (4.27657, -3.21423, 0.24288)
H (3.23912, -1.18604, -1.46597)
H (4.42303, -1.31692, 0.80277)
H (2.93267, -1.74980, 1.56058)
H (1.66486, -0.22358, 2.61495)
H (1.35056, 2.09201, 3.42117)
H (2.88912, 3.90406, 2.59195)
H (4.72334, 4.62562, 1.20441)
H (6.50846, 4.11618, -0.47819)
H (6.72410, 1.80198, -1.40734)
H (5.20759, 0.01415, -0.65861)
H (-4.51231, -1.16220, -0.37276)
H (-4.93857, -0.77615, -2.06120)
H (-3.29764, -1.35370, -1.67870)
H (-3.49853, 2.53018, -2.31817)
H (-2.53095, 1.16326, -2.90844)
H (-4.29776, 1.15317, -3.15807)

Cartesian forces, eV/Å:
C -0.514 -0.171 -0.500
N -0.131 0.141 0.829
C -0.515 0.162 0.641
O 1.203 -0.481 -1.043
C 0.009 0.748 0.132
C -0.045 -0.396 0.134
C 0.110 0.148 0.007
C -0.138 0.303 -0.212
C 0.188 0.425 0.194
C 0.103 -0.458 -0.314
C 0.024 0.004 0.130
C -0.483 -0.335 0.236
N 0.406 -0.098 -0.110
C 0.136 -0.286 -0.350
C -0.393 0.266 -0.203
C -0.673 1.564 -1.027
C -0.810 0.881 0.066
C -0.026 -0.418 0.233
C 0.103 0.013 -0.371
C -0.306 0.433 0.120
C 0.275 0.091 0.373
C 0.773 -0.369 -0.310
N 1.025 -1.418 0.905
C -0.361 0.185 -0.232
C 0.308 -0.836 0.355
C 0.163 -0.015 -0.009
C -0.363 -0.140 0.132
C 0.139 -0.389 -0.133
C 0.317 -0.236 -0.017
C 0.272 -0.251 -0.093
C 0.019 0.353 0.596
C -0.342 0.150 0.826
C 0.437 -0.069 -0.946
C 0.302 0.625 0.019
C -0.573 -0.163 0.296
C 0.172 -0.711 -0.344
C 0.234 -0.007 -0.246
C -0.336 0.377 0.298
C -0.606 -0.707 0.250
C 0.373 0.517 -0.311
C -0.348 0.566 0.369
C 0.081 -0.064 -0.028
C -0.227 -0.081 -0.010
C 0.303 0.053 0.018
H 0.499 -0.259 -0.250
H 0.111 -0.023 0.267
H 0.093 0.262 0.189
H -0.231 -0.341 0.094
H 0.335 0.223 0.115
H -0.266 -0.009 -0.264
H 0.024 0.360 0.201
H 0.194 0.168 -0.209
H 0.091 -0.141 -0.322
H -0.156 -0.367 0.020
H -0.145 0.031 0.297
H -0.335 -0.107 -0.435
H 0.363 0.012 0.359
H -0.176 -0.347 0.051
H -0.179 -0.424 -0.391
H -0.531 0.139 0.249
H -0.116 -0.011 0.513
H 0.293 0.088 -0.055
H 0.378 0.354 -0.300
H -0.010 0.103 -0.208
H -0.098 0.026 0.011
H 0.318 0.131 -0.064
H -0.203 -0.264 -0.212
H -0.166 0.176 -0.181
H -0.173 0.100 0.299
H 0.102 0.186 -0.042
H 0.242 0.254 0.211
H -0.337 0.173 0.372
H -0.276 -0.102 0.302
H -0.216 0.220 -0.397
H 0.000 -0.370 0.333
H -0.594 -0.008 -0.367
H 0.200 0.237 -0.366
H 0.076 0.237 -0.182
H 0.378 0.042 -0.214
H -0.069 -0.335 -0.104
H 0.190 -0.360 -0.253
H -0.183 -0.219 0.111
H -0.105 0.104 0.211
H -0.019 0.338 -0.002
H 0.238 0.124 -0.304
H 0.264 -0.140 0.215
H -0.272 0.147 0.086
H -0.010 -0.442 -0.026
H -0.162 -0.072 0.046
H 0.354 0.199 0.245

As for the total charge: +1. For the energy above the lowest of the compared OMol25 structures with the same formula, charge and spin, the calculation gives 0.000 eV. Its SMILES is CN1C(=O)[C@@H](Cc2ccccc2)N(/C=C/[C@H](c2ccccc2)[N@+]23CC[C@H](CC2)C[C@@H]3Cc2cccc3ccccc23)C1(C)C. Its spin multiplicity is 1. The gap between HOMO and LUMO comes out at 8.406 eV.